1) Here is an isolated molecule of C4H12N2O from the OMol25 dataset. Energies are from ωB97M-V/def2-TZVPD.

Computed properties:
**Lowest unoccupied orbital energy**: 0.820 eV
**Total charge**: 0
**SMILES**: C[C@@H](CO)NCN

Element x y z (Å)
H1 0.1468 -0.7681 -2.3349
C1 1.4158 0.2636 0.6736
H2 -1.1363 -0.3811 2.4960
N1 -2.0236 0.0119 2.1891
H3 -1.2434 -0.8162 -0.5674
H4 -1.5788 1.6670 0.9018
H5 -2.8811 0.5295 0.3451
N2 -0.9410 0.0329 -0.1196
C2 0.4024 0.3857 -0.4937
H6 1.0345 0.6796 1.6123
C3 0.9296 -0.5533 -1.5894
O1 2.0046 0.0733 -2.2432
H7 2.5565 -0.5641 -2.7009
H8 1.2848 -1.5497 -1.2116
H9 -2.3972 -0.8678 1.7889
H10 2.4142 0.6367 0.4330
H11 0.5051 1.4136 -0.8652
H12 1.4080 -0.8053 0.8761
C4 -1.9009 0.6116 0.8100

=====

2) Here is a cluster of 2 separate species, C4H12N2O in total from the OMol25 dataset. Energies are from ωB97M-V/def2-TZVPD.

Computed properties:
**Lowest unoccupied orbital energy**: 1.007 eV
**Total charge**: 0
**SMILES**: C/C=C\N.NCO

Element x y z (Å)
C1 2.0055 -0.6110 -0.6628
N1 -0.6727 1.7598 -0.7201
O1 -1.9749 -0.1577 -0.9201
C2 1.4635 -0.0939 0.6396
H1 -0.1461 -2.0402 -0.0226
H2 1.2016 -0.9877 -1.2988
H3 -0.6570 2.7102 -0.3684
H4 0.2767 -0.3727 2.3571
H5 2.0705 0.6427 1.1470
H6 -1.7446 0.7773 0.8243
C3 -1.8399 1.0660 -0.2494
N2 -0.1912 -1.8402 0.9669
C4 0.4860 -0.6943 1.3438
H7 2.7158 -1.4235 -0.5026
H8 -2.7296 1.6958 -0.4172
H9 -1.1468 -1.8868 1.2865
H10 0.1789 1.2573 -0.3444
H11 -1.8139 0.0153 -1.8560
H12 2.5182 0.1838 -1.2028

=====

3) Here is a cluster of 3 separate species, C4H12N2O in total from the OMol25 dataset. Energies are from ωB97M-V/def2-TZVPD.

Computed properties:
**Lowest unoccupied orbital energy**: 0.580 eV
**Total charge**: 0
**SMILES**: [H]/N=C\C.C=O.CN

Element x y z (Å)
H1 -0.5714 -0.7429 1.2095
C1 -0.4661 1.5039 1.7047
H2 0.1174 2.2069 2.3058
N1 0.2782 0.2053 -2.4044
C2 0.2405 0.1817 1.5489
H3 0.9752 0.6844 -2.9621
H4 1.6250 0.3290 -0.8552
H5 -0.1474 -0.5010 -2.9941
H6 -1.8000 -0.5005 -1.1650
H7 1.3461 -1.3294 -1.3099
C3 0.8534 -0.3587 -1.2041
H8 -1.4471 1.3609 2.1623
H9 -1.0070 -2.1821 -1.3626
N2 1.3005 -0.1837 2.1396
H10 0.3385 -0.2490 0.0047
C4 -1.3223 -1.3701 -0.6983
H11 1.7664 0.5870 2.6315
H12 -0.6348 1.9427 0.7175
O1 -1.4450 -1.5842 0.5310

=====

Short version: 3) is the least stable of them.

=====

1) Here is a cluster of 2 separate species, C4H12N2O in total from the OMol25 dataset. Energies are from ωB97M-V/def2-TZVPD.

Computed properties:
**Lowest unoccupied orbital energy**: 0.854 eV
**Total charge**: 0
**SMILES**: N/C=C/CCN.O

Element x y z (Å)
H1 -0.5697 0.7599 1.9808
H2 0.2166 0.5845 -3.1414
H3 1.1443 -0.2368 3.1353
C1 -0.1970 -0.1220 0.0548
H4 -0.0937 -2.5393 1.8808
H5 0.6552 2.4555 -0.9711
C2 -0.9220 0.8731 -0.7443
H6 -0.5677 2.5656 -2.1552
H7 -1.3035 -3.3379 1.4386
O1 -0.3051 -3.3624 1.4274
H8 0.3943 -0.9901 -0.4188
C3 -0.0230 1.7708 -1.6154
N1 0.8853 -0.7428 2.2324
H9 -1.6132 0.4085 -1.5059
C4 -0.0242 0.0121 1.4195
H10 1.6166 -1.0626 1.7155
H11 1.3635 0.3658 -2.0568
H12 -1.4862 1.5290 -0.1041
N2 0.8297 1.0690 -2.5721

=====

2) Here is a structure of composition C4H12N2O from the OMol25 dataset. Energies are from ωB97M-V/def2-TZVPD.

Computed properties:
**Lowest unoccupied orbital energy**: 0.742 eV
**Total charge**: 0

Element x y z (Å)
H1 1.2580 1.6974 -1.6927
N1 1.1131 -0.4225 1.6484
H2 -1.1045 1.0695 -0.2737
H3 1.7087 -1.1362 2.0547
C1 1.0362 1.3904 -0.6708
O1 -0.7008 0.4498 -2.7625
H4 0.9988 0.3023 2.3448
H5 0.9275 2.3199 -0.1051
C2 -0.1938 0.5556 -0.5642
H6 0.1035 -1.9079 0.6468
H7 -1.5032 0.1754 1.9051
H8 1.9773 0.9389 -0.3647
H9 0.5320 -1.1585 -1.6209
H10 -1.2956 -1.1788 -1.2020
C3 -0.3533 -0.6502 -1.2623
N2 -1.3391 -0.7517 1.5316
H11 -1.6547 0.5935 -2.8183
C4 -0.0389 -0.8617 0.9248
H12 -1.4713 -1.4251 2.2813

=====

3) Here is a cluster of 3 separate species, C4H12N2O in total from the OMol25 dataset. Energies are from ωB97M-V/def2-TZVPD.

Computed properties:
**Lowest unoccupied orbital energy**: -4.441 eV
**Total charge**: 0

Element x y z (Å)
N1 -0.4964 0.8962 1.5891
H1 -0.4591 -0.9463 -0.5761
O1 2.5764 0.7983 -1.0425
C1 0.6090 -1.2118 -0.5773
H2 1.1768 -0.5636 -1.2655
H3 0.7598 1.1044 -0.1456
H4 -4.3030 -0.2350 -0.5194
H5 -3.1233 -0.1440 -1.9477
H6 2.3346 -0.6037 0.4849
H7 1.1717 -1.3187 1.6307
C2 0.7544 0.7118 0.9223
H8 -0.9011 1.8355 1.5250
H9 3.2509 1.2731 -1.5534
C3 -3.2659 -0.2031 -0.8579
H10 0.7523 -2.2632 -0.8306
N2 -2.3557 -0.1841 -0.0252
H11 -1.2874 0.5029 1.0180
C4 1.2759 -0.7201 0.7230
H12 1.5301 1.2713 1.4483

=====

Short version: 3) is the least stable of them.

=====

1) Here is an isolated molecule of C4H12N2O from the OMol25 dataset. Energies are from ωB97M-V/def2-TZVPD.

Computed properties:
**Lowest unoccupied orbital energy**: 0.921 eV
**Total charge**: 0
**SMILES**: C[C@@H](CO)NCN

Element x y z (Å)
H1 1.7639 0.6569 -3.2697
H2 1.4040 -0.6195 -1.4787
H3 0.6979 -1.2918 2.0540
C1 -0.3643 -0.3942 0.4266
H4 -1.4378 1.2168 1.5256
H5 1.6968 -0.9956 0.7148
C2 0.5795 -0.0136 -1.8022
O1 -1.5804 -0.5177 2.5368
H6 1.3777 1.8282 -2.2217
C3 0.8949 -0.5588 1.2723
C4 -1.4926 0.1701 1.2694
H7 -0.6644 -1.3669 0.0346
N1 -0.1779 0.5188 -0.6931
H8 -2.4381 -0.9357 2.6055
H9 -0.1533 -0.5613 -2.4022
N2 0.9848 1.0521 -2.7521
H10 0.1920 1.3930 -0.3363
H11 -2.4448 0.0559 0.7434
H12 1.1623 0.3632 1.7728

=====

2) Here is a cluster of 2 separate species, C4H12N2O in total from the OMol25 dataset. Energies are from ωB97M-V/def2-TZVPD.

Computed properties:
**Lowest unoccupied orbital energy**: 1.005 eV
**Total charge**: 0
**SMILES**: C/C=N\N.CCO

Element x y z (Å)
H1 0.7291 3.6090 0.5723
N1 0.3176 0.8590 0.1557
C1 -0.6500 -1.7761 -0.6717
H2 -2.2065 -3.2280 -0.2002
C2 -1.9181 -2.2065 0.0598
H3 0.2034 -3.5353 -0.5171
H4 1.8397 3.2484 1.9063
O1 0.4587 -2.6158 -0.3747
H5 0.8024 1.0798 2.0652
H6 0.1765 0.3484 -1.6796
C3 0.8492 1.5360 1.0873
N2 0.3095 1.2378 -1.1395
H7 -0.3029 -0.7408 -0.2009
H8 0.9804 1.9424 -1.4299
H9 -1.7651 -2.1621 1.1370
H10 -0.8482 -1.8189 -1.7555
H11 2.3002 2.8745 0.2428
C4 1.4656 2.8954 0.9489
H12 -2.7415 -1.5469 -0.2063

=====

Short version: 2) is the least stable of them.